No. 1
CHF3NO | ωB97M-V/def2-TZVPD

Computed properties:
2S+1: 1
Total energy (Eh): -468.20249
LUMO (spin up / spin down) (eV): 4.68 / 4.67
HOMO (spin up / spin down) (hartree): -0.098 / -0.098
ΔE to the lowest compared entry with this formula, charge and spin (kcal per mole): 46.8
Net charge: -1

Atoms and positions in Å:
C 0.7259 -0.4116 0.1112
N -1.3781 0.3433 -0.2723
O -1.9533 0.6920 0.8210
F 1.7380 0.4022 0.7395
F 0.8221 -1.7143 0.6134
F 1.1564 -0.5033 -1.1542
H -1.1110 1.1916 -0.8586

No. 2
CHF3NO2S | ωB97M-V/def2-TZVPD

Computed properties:
SMILES: N=[S@](=O)([O-])C(F)(F)F
2S+1: 1
Total energy (Eh): -941.74358
LUMO (eV): 4.01
HOMO (hartree): -0.199
ΔE to the lowest compared entry with this formula, charge and spin (kcal per mole): 37.9
Net charge: -1

Atoms and positions in Å:
C 0.9069 0.6525 0.1323
N -1.7548 -0.4419 0.6561
O -0.5982 -0.5847 -1.5383
O 0.3947 -1.9652 0.5104
F 0.6116 1.8866 -0.2973
F 1.5069 0.8456 1.3323
F 1.8652 0.2161 -0.7096
S -0.4613 -0.6995 -0.1091
H -2.4711 0.0904 0.0232

No. 3
CHF3NO2S | ωB97M-V/def2-TZVPD

Computed properties:
2S+1: 1
Total energy (Eh): -941.76954
LUMO (eV): 4.14
HOMO (hartree): -0.155
ΔE to the lowest compared entry with this formula, charge and spin (kcal per mole): 21.6
Net charge: -1

Atoms and positions in Å:
C 1.0810 0.1822 -0.5320
N -0.3028 0.7261 0.2007
O -1.0603 -1.7710 0.1229
O -2.3698 -0.1928 1.3997
F 1.0204 -0.5063 -1.6377
F 1.8082 1.3291 -0.8732
F 1.7122 -0.3965 0.4754
S -1.0373 -0.7342 1.1934
H -0.8515 1.3634 -0.3492

No. 4
CHF3O | ωB97M-V/def2-TZVPD

Computed properties:
SMILES: OC(F)(F)F
2S+1: 1
Total energy (Eh): -413.53732
LUMO (eV): 0.61
HOMO (hartree): -0.495
ΔE to the lowest compared entry with this formula, charge and spin (kcal per mole): 14.8

Atoms and positions in Å:
C -0.2264 0.2024 0.0936
O 0.9937 0.3712 -0.3946
F -0.7864 -1.1364 -0.5523
F -1.1212 1.1108 -0.1055
F -0.2764 -0.1188 1.4424
H 1.4167 -0.4292 -0.4837

No. 5
CHF3O2S | ωB97M-V/def2-TZVPD

Computed properties:
SMILES: O=[SH](=O)C(F)(F)F
2S+1: 1
Total energy (Eh): -886.89797
LUMO (eV): 0.20
HOMO (hartree): -0.456
ΔE to the lowest compared entry with this formula, charge and spin (kcal per mole): 41.7

Atoms and positions in Å:
C -0.3134 0.3017 0.7660
O -0.9232 -0.9948 -1.4014
O 1.4184 -1.2463 -0.6453
F 0.8807 1.0281 1.5260
F -0.7645 -0.5778 1.6049
F -1.1738 1.2537 0.5341
S 0.2617 -0.4516 -0.8385
H 0.6140 0.6870 -1.5458

No. 6
CHFI2 | ωB97M-V/def2-TZVPD

Computed properties:
2S+1: 1
Total energy (Eh): -733.87224
LUMO (eV): -0.64
HOMO (hartree): -0.355
ΔE to the lowest compared entry with this formula, charge and spin (kcal per mole): 38.1

Atoms and positions in Å:
C -0.0622 0.0350 0.1260
F -0.2462 -0.0041 1.3969
I 1.1006 1.6417 -0.5488
I 0.6498 -1.9263 -0.4827
H -1.4421 0.2538 -0.4913

No. 7
CHFN2 | ωB97M-V/def2-TZVPD

Computed properties:
2S+1: 1
Total energy (Eh): -247.95574
LUMO (eV): 0.42
HOMO (hartree): -0.333
ΔE to the lowest compared entry with this formula, charge and spin (kcal per mole): 22.7

Atoms and positions in Å:
C 0.7746 0.0825 0.4825
N -2.0634 -0.4118 -0.1752
N -0.9706 -0.3780 0.0493
F 0.7985 1.2921 -0.2182
H 1.4609 -0.5847 -0.1383

No. 8
CHFN2O | ωB97M-V/def2-TZVPD

Computed properties:
2S+1: 1
Total energy (Eh): -323.21392
LUMO (eV): -0.03
HOMO (hartree): -0.418
ΔE to the lowest compared entry with this formula, charge and spin (kcal per mole): 32.5

Atoms and positions in Å:
C 1.6119 0.5247 0.5350
N -0.3534 -0.5538 -0.3477
N -1.4309 -0.4801 0.1814
O 2.1250 1.0697 -0.3243
F -2.0830 0.7504 -0.1528
H 0.1303 -1.3109 0.1084

No. 9
CHFN2O3 | ωB97M-V/def2-TZVPD

Computed properties:
2S+1: 1
Total energy (Eh): -473.58905
LUMO (spin up / spin down) (eV): -0.75 / -0.76
HOMO (spin up / spin down) (hartree): -0.289 / -0.289
ΔE to the lowest compared entry with this formula, charge and spin (kcal per mole): 67.8

Atoms and positions in Å:
C -0.9231 -1.2381 0.4775
N 0.2585 2.4039 0.5900
N 1.6280 0.4892 -0.4494
O 0.3996 1.8323 -0.4072
O 1.6483 -0.0135 -1.4980
O -0.3315 -1.1646 1.4856
F -1.7744 -0.2801 0.0843
H -0.9055 -2.0292 -0.2828

No. 10
CHFN2O5 | ωB97M-V/def2-TZVPD

Computed properties:
2S+1: 1
Total energy (Eh): -623.88464
LUMO (spin up / spin down) (eV): -4.06 / -4.06
HOMO (spin up / spin down) (hartree): -0.436 / -0.436
ΔE to the lowest compared entry with this formula, charge and spin (kcal per mole): 114.8

Atoms and positions in Å:
C -0.3029 -0.0691 0.4740
N -0.0551 -1.3256 -0.2441
N -0.7427 1.0676 -0.3367
O 0.0726 -1.1805 -1.4227
O -0.1841 1.4497 -1.2805
O -0.1353 -2.3443 0.4231
O -1.8600 1.4627 0.0621
O 2.0991 0.1335 0.6305
F -1.0456 -0.1081 1.5499
H 2.1540 0.9141 0.1444

No. 11
CHFO2S | ωB97M-V/def2-TZVPD

Computed properties:
2S+1: 1
Total energy (Eh): -687.11740
LUMO (spin up / spin down) (eV): 0.28 / -0.96
HOMO (spin up / spin down) (hartree): -0.324 / -0.300
ΔE to the lowest compared entry with this formula, charge and spin (kcal per mole): 65.7

Atoms and positions in Å:
C 0.2298 1.0201 -0.2267
O 0.7758 -0.1330 0.0874
O -1.0429 -1.9107 0.7586
F -1.0577 0.9214 -0.3589
S 0.4253 -1.6285 0.6494
H 0.6698 1.7306 -0.9098

No. 12
CHFO2S | ωB97M-V/def2-TZVPD

Computed properties:
SMILES: O=C=O.FS
2S+1: 1
Total energy (Eh): -687.22217
LUMO (eV): 0.08
HOMO (hartree): -0.352
ΔE to the lowest compared entry with this formula, charge and spin (kcal per mole): 0.0

Atoms and positions in Å:
C -1.5339 -0.5221 -0.2424
O -0.8345 0.3748 -0.4224
O -2.1634 -1.4739 -0.1884
F 1.7380 -0.2739 1.2028
S 1.9270 0.5951 -0.1981
H 0.8668 1.2999 -0.1516